# 1
Density functional theory data (ωB97M-V/def2-TZVPD) for a molecular structure, C37H55N5O2SbSi3Ti in a non-equilibrium geometry.

Geometry (Å):
Ti (-0.8315, 0.2321, -0.2846)
C (-1.9007, 2.5594, 2.7867)
C (-2.9782, 1.5337, 2.4742)
C (-4.2178, 1.5934, 3.1723)
C (-5.1531, 0.5720, 2.9735)
C (-4.7918, -0.5342, 2.2139)
C (-3.5451, -0.4824, 1.5822)
N (-2.7816, 0.6242, 1.5296)
Sb (-2.7359, -2.3539, 0.7571)
C (-2.4526, -1.7602, -1.2713)
C (-2.9991, -2.8132, -2.0786)
C (-3.7115, -2.5022, -3.2506)
C (-3.7370, -1.1509, -3.6360)
C (-2.9552, -0.1968, -2.9676)
C (-2.8919, 1.1576, -3.6425)
N (-2.3179, -0.4715, -1.7758)
C (-0.9301, -3.7393, 0.6606)
C (-0.8573, -4.9128, 1.4602)
C (0.3655, -5.5476, 1.5594)
C (1.4273, -5.0365, 0.8308)
C (1.2563, -3.9521, -0.0104)
C (2.4420, -3.4780, -0.7844)
N (0.0667, -3.3212, -0.0978)
H (-1.7844, 3.2798, 1.9808)
H (-2.1659, 3.0646, 3.6967)
H (-0.9326, 2.0447, 2.8728)
H (-4.4532, 2.4388, 3.8031)
H (-6.0883, 0.6555, 3.4741)
H (-5.4257, -1.3909, 2.0687)
H (-2.8957, -3.8327, -1.7164)
H (-4.2262, -3.2942, -3.7821)
H (-4.2821, -0.7945, -4.5190)
H (-2.8404, 1.0191, -4.7160)
H (-3.8096, 1.6825, -3.4384)
H (-2.0155, 1.7363, -3.3273)
H (-1.7158, -5.3225, 1.9777)
H (0.5585, -6.4146, 2.2085)
H (2.3820, -5.5429, 0.8059)
H (3.3033, -3.5901, -0.1494)
H (2.2712, -2.4855, -1.1488)
H (2.5810, -4.1664, -1.6050)
C (4.2025, 1.3693, -1.2151)
Si (2.6677, 0.7237, -0.3624)
C (3.3190, -0.8014, 0.5767)
C (2.2834, 1.8594, 1.0822)
C (1.0919, 0.5774, -1.4363)
Si (1.3971, -0.4397, -3.0645)
C (3.2338, -0.6806, -3.4600)
C (0.6082, -2.0980, -2.9614)
C (0.8166, 0.1877, -4.7500)
Si (1.0869, 2.4833, -1.9005)
C (0.6442, 3.1012, -3.6741)
C (2.3915, 3.8354, -1.5802)
C (-0.4269, 2.9664, -0.8864)
C (-0.5813, 4.3503, -0.6280)
C (-1.8815, 4.8822, -0.6254)
C (-2.9565, 3.9893, -0.6350)
C (-2.7522, 2.6318, -0.7749)
N (-1.4968, 2.1119, -0.7307)
H (4.6339, 2.2022, -0.6481)
H (4.0669, 1.7378, -2.2435)
H (4.9671, 0.6157, -1.2373)
H (4.0323, -0.3986, 1.2968)
H (3.9058, -1.4810, -0.0647)
H (2.5194, -1.3710, 1.1169)
H (3.2133, 2.1919, 1.5823)
H (1.6760, 1.2522, 1.7840)
H (1.7142, 2.7786, 0.8993)
H (3.8016, -1.1836, -2.6969)
H (3.7575, 0.2387, -3.6869)
H (3.3280, -1.3126, -4.3713)
H (0.1333, -2.3143, -1.9714)
H (1.3802, -2.8294, -3.0986)
H (-0.1683, -2.2094, -3.7574)
H (1.5267, 0.8659, -5.2645)
H (-0.2019, 0.6377, -4.6985)
H (0.7048, -0.7158, -5.3399)
H (1.5468, 3.1669, -4.2575)
H (0.2580, 4.0991, -3.5054)
H (-0.1117, 2.4614, -4.1807)
H (3.2867, 3.7512, -2.1690)
H (2.6977, 3.8566, -0.5204)
H (1.9074, 4.7555, -1.8612)
H (0.2814, 4.9857, -0.6204)
H (-2.0083, 5.9314, -0.5950)
H (-3.9763, 4.3217, -0.5143)
H (-3.5851, 1.9187, -0.7724)
O (-0.9542, -1.9479, 2.7539)
C (-0.1916, -0.9810, 2.6502)
O (-0.0039, -0.2788, 1.5222)
C (0.4479, -0.5237, 3.9638)
N (2.0296, -0.3256, 3.9642)
C (2.4946, -0.5827, 5.3851)
C (1.2749, -1.0548, 6.1450)
C (0.2785, -1.5231, 5.1108)
H (0.1136, 0.4965, 4.2663)
H (2.3075, 0.6298, 3.6572)
H (2.4676, -1.0038, 3.3136)
H (2.9163, 0.3561, 5.8013)
H (3.2962, -1.3270, 5.3966)
H (0.9566, -0.1707, 6.7269)
H (1.6051, -1.7708, 6.8987)
H (-0.7802, -1.5783, 5.4534)
H (0.5762, -2.5233, 4.7266)

Properties
**Strongest force on any atom**: 2.302 eV Å⁻¹
**HOMO energy (spin up / spin down)**: -14.887 / -14.900 eV
**Total charge**: +3

# 2
Density functional theory data (ωB97M-V/def2-TZVPD) for a molecular structure, C37H56B2BrN8O2PRbS5 in a non-equilibrium geometry.

Geometry (Å):
Rb (-0.1082, -2.4901, -3.1594)
C (3.3472, -2.5022, -0.2182)
C (2.1914, -2.0615, 0.6717)
C (1.7752, -2.6184, 1.8308)
C (0.7324, -2.0117, 2.6097)
N (0.1346, -0.8889, 2.3045)
N (0.4606, -0.3563, 1.0700)
B (-0.3697, 0.8063, 0.6598)
N (0.4390, 2.0212, 0.5663)
N (1.2410, 2.1132, 1.6142)
C (2.0948, 3.0626, 1.7248)
C (2.1368, 4.0658, 0.6609)
C (1.2377, 4.0260, -0.3327)
C (1.2885, 4.9725, -1.4854)
C (0.3355, 2.8975, -0.4957)
S (-0.6274, 2.5761, -1.7874)
C (2.9676, 3.0895, 2.9867)
C (2.4366, 4.2944, 3.7783)
C (4.4195, 3.4295, 2.6614)
C (2.8459, 1.7838, 3.7987)
N (-1.7676, 0.8667, 0.6922)
N (-2.3456, 2.1149, 0.5689)
C (-3.3912, 2.3289, 1.2748)
C (-4.0936, 1.2880, 1.9524)
C (-3.7516, 0.0210, 1.6358)
C (-4.5895, -1.1071, 2.1401)
C (-2.6202, -0.2716, 0.8100)
S (-2.2875, -1.6430, -0.1015)
C (-3.9842, 3.7649, 1.0793)
C (-5.0177, 4.0188, 2.1869)
C (-2.8379, 4.7332, 1.2685)
C (-4.5205, 3.9370, -0.3118)
C (1.4180, -0.9096, 0.2084)
S (1.5779, -0.1915, -1.2979)
C (0.1802, -2.6896, 3.8646)
C (-0.6196, -1.7073, 4.7548)
C (-0.8037, -3.7416, 3.3605)
C (1.2049, -3.5001, 4.6961)
H (3.9351, -3.3332, 0.2220)
H (4.0488, -1.6459, -0.2887)
H (3.0257, -2.8681, -1.1832)
H (2.1860, -3.5469, 2.2097)
H (2.9709, 4.7687, 0.5300)
H (0.3474, 5.4000, -1.7603)
H (1.5250, 4.3846, -2.3468)
H (2.0712, 5.7403, -1.3538)
H (2.6906, 5.1911, 3.2413)
H (2.9966, 4.3428, 4.7285)
H (1.3045, 4.1352, 3.9426)
H (4.5481, 4.3217, 2.0568)
H (4.9539, 2.5571, 2.2072)
H (4.9886, 3.5626, 3.5853)
H (1.7853, 1.4994, 3.8964)
H (3.2698, 1.8901, 4.7976)
H (3.2935, 1.0202, 3.2753)
H (-5.0066, 1.4737, 2.5265)
H (-4.2890, -1.4018, 3.1934)
H (-4.4519, -1.9559, 1.4745)
H (-5.6486, -0.8297, 2.0719)
H (-4.7488, 3.5228, 3.1613)
H (-5.9761, 3.6140, 1.8049)
H (-5.1138, 5.0902, 2.2782)
H (-2.5765, 4.8376, 2.3259)
H (-3.1432, 5.7261, 1.0012)
H (-1.9304, 4.4162, 0.7136)
H (-5.2332, 3.1753, -0.5310)
H (-3.6523, 3.8886, -0.9755)
H (-5.0804, 4.8105, -0.4731)
H (-1.4154, -1.2208, 4.1804)
H (-0.0316, -0.9100, 5.2072)
H (-1.1207, -2.2742, 5.5602)
H (-1.5972, -3.2840, 2.7946)
H (-1.1951, -4.3031, 4.2511)
H (-0.2751, -4.4160, 2.6895)
H (1.9513, -2.8628, 5.1664)
H (1.7508, -4.2863, 4.1624)
H (0.7442, -3.8963, 5.5785)
C (2.7879, 0.1727, -9.7939)
C (2.0809, 0.2993, -8.4802)
O (2.4115, -0.9541, -7.7360)
P (1.7678, -1.0469, -6.2577)
S (2.7495, -2.4660, -5.2868)
S (-0.1277, -1.3639, -6.2984)
O (2.2561, 0.4477, -5.7813)
C (1.9281, 0.8615, -4.4336)
C (3.2198, 1.6397, -4.0422)
H (2.5316, 0.9962, -10.4749)
H (2.4021, -0.7639, -10.2671)
H (3.8723, 0.0112, -9.6922)
H (1.0315, 0.4802, -8.6652)
H (2.4592, 1.1348, -7.8933)
H (1.7807, -0.0577, -3.8588)
H (1.0604, 1.5220, -4.5457)
H (4.1054, 1.0197, -4.2340)
H (3.2612, 1.7638, -2.9675)
H (3.3194, 2.5833, -4.5134)
Br (-4.0250, -3.0297, -4.1620)
C (-3.6181, -3.9484, -2.5438)
C (-4.6624, -4.1693, -1.6381)
C (-4.3248, -4.7939, -0.4446)
C (-3.0210, -5.1712, -0.2180)
C (-2.0815, -4.8648, -1.1779)
N (-2.3646, -4.3309, -2.3726)
H (-5.6702, -4.0029, -1.9192)
H (-5.0988, -5.0544, 0.2958)
H (-2.7513, -5.7286, 0.6393)
H (-1.0434, -5.2502, -1.1552)
B (2.0456, -6.3251, 1.3449)
C (1.4947, -5.3109, 0.2196)
N (1.1001, -4.5085, -0.5200)
H (2.5973, -7.2679, 0.7335)
H (1.0578, -6.7001, 1.9214)
H (2.8369, -5.6779, 2.0560)

Properties
**Strongest force on any atom**: 2.672 eV Å⁻¹
**HOMO energy (spin up / spin down)**: -1.169 / -2.742 eV
**Total charge**: -2
**Multiplicity**: 2
**⟨S²⟩**: 0.769
**ΔE to the lowest compared entry with this formula, charge and spin**: 142.1 kJ/mol

# 3
Density functional theory data (ωB97M-V/def2-TZVPD) for 4 unconnected molecules or ions with the total composition C37H57ClF5N6O9S4 in a non-equilibrium geometry.

Geometry (Å):
N (-4.3450, -3.5884, -1.9007)
C (-3.2854, -3.6214, -1.4354)
O (-2.0423, -3.4113, -0.9345)
C (-1.1944, -2.5947, -1.7424)
N (-1.4706, -2.3664, -3.1830)
C (-1.2940, -3.5968, -4.0186)
C (0.0867, -3.6799, -4.8170)
N (-0.1738, -4.3833, -6.0981)
C (-1.7728, -1.1445, -3.5482)
C (-2.0305, -0.6461, -5.0028)
F (-3.3788, -0.4898, -5.3262)
F (-1.5289, -1.5182, -6.0046)
C (-1.3437, 0.7407, -5.3447)
C (0.1219, 0.9720, -5.1964)
C (0.6747, 2.3163, -5.5018)
C (-0.1650, 3.4648, -5.9368)
C (-1.6139, 3.2237, -6.1055)
C (-2.5974, 4.3547, -6.5996)
F (-3.8038, 4.2752, -5.9019)
F (-2.9378, 4.0269, -7.9186)
F (-2.0521, 5.6061, -6.5475)
C (-2.1863, 1.8768, -5.8080)
C (-1.7355, -0.3482, -2.1399)
C (-1.6366, 1.2370, -2.1740)
C (-2.2028, 1.9622, -0.8735)
C (-1.3896, 3.2964, -0.5592)
Cl (-1.5855, 4.4124, -1.9837)
N (-3.1104, -0.5566, -1.5466)
C (-4.0622, -0.2894, -2.3054)
S (-5.3378, 0.4838, -2.9442)
C (-0.6996, -1.1616, -1.1934)
C (0.7090, -0.6739, -1.7454)
C (1.9065, -1.6998, -1.5870)
O (2.1114, -2.5352, -2.7562)
C (1.8946, -2.6578, -0.3215)
N (2.7832, -3.8404, -0.6637)
C (-0.9190, -1.0745, 0.3762)
C (0.1244, -0.2003, 1.1917)
O (-0.2131, 1.1921, 1.3405)
C (0.1313, -0.8018, 2.6903)
N (1.3948, -1.5414, 2.9265)
H (-0.2511, -3.2325, -1.8041)
H (-1.4365, -4.4946, -3.3561)
H (-2.1540, -3.6125, -4.7573)
H (0.5883, -2.6856, -4.9432)
H (0.7771, -4.3350, -4.2106)
H (-0.7470, -3.8050, -6.7193)
H (-0.6424, -5.2632, -5.8637)
H (0.8267, 0.1663, -4.8613)
H (1.7681, 2.5207, -5.3719)
H (0.2318, 4.4870, -6.1498)
H (-3.3031, 1.7989, -5.9365)
H (-2.2526, 1.6540, -3.0322)
H (-0.5931, 1.6323, -2.3377)
H (-2.3248, 1.2998, 0.0195)
H (-3.2504, 2.3249, -1.1316)
H (-1.7172, 3.7427, 0.4254)
H (-0.2883, 3.0642, -0.4317)
H (1.0418, 0.2961, -1.2578)
H (0.6800, -0.4148, -2.8529)
H (2.8570, -1.0750, -1.5054)
H (2.6975, -2.0806, -3.3892)
H (0.8977, -3.0899, -0.0427)
H (2.3823, -2.1875, 0.5881)
H (2.7272, -4.4473, 0.1646)
H (3.7413, -3.5187, -0.8352)
H (-1.9450, -0.6779, 0.6657)
H (-0.8772, -2.0983, 0.8668)
H (1.1907, -0.2590, 0.8572)
H (-0.9998, 1.2128, 1.9265)
H (0.1241, 0.0687, 3.4193)
H (-0.7943, -1.4169, 2.9076)
H (1.3908, -1.8977, 3.8876)
H (2.1301, -0.8053, 2.9158)
C (3.0837, 3.6615, 5.7431)
C (4.4815, 3.0989, 5.4683)
C (4.3675, 1.5734, 5.4475)
S (2.6934, 1.2075, 4.9305)
O (2.0036, 0.5692, 6.0250)
O (2.7174, 0.6367, 3.5979)
C (2.1384, 2.8999, 4.8176)
H (3.0382, 4.7329, 5.5651)
H (2.8119, 3.4797, 6.7871)
H (4.8316, 3.4555, 4.4949)
H (5.2041, 3.4282, 6.2165)
H (5.0692, 1.1259, 4.7441)
H (4.5141, 1.1464, 6.4400)
H (1.0987, 2.9697, 5.1142)
H (2.2572, 3.2222, 3.7808)
C (0.1944, -7.6439, 2.2380)
C (-0.5698, -6.6229, 3.0859)
C (0.4612, -5.6680, 3.6946)
S (1.8471, -5.6377, 2.5601)
O (2.9919, -6.2165, 3.2157)
O (1.9045, -4.3450, 1.9110)
C (1.1861, -6.8351, 1.4106)
H (-0.4754, -8.2260, 1.6035)
H (0.7306, -8.3386, 2.8908)
H (-1.2592, -6.0624, 2.4471)
H (-1.1639, -7.1069, 3.8625)
H (0.0626, -4.6596, 3.8032)
H (0.8224, -6.0302, 4.6574)
H (1.9939, -7.4373, 0.9971)
H (0.6791, -6.2874, 0.6133)
C (-1.0648, 6.3994, 2.2985)
C (-1.3334, 7.3201, 3.4922)
C (-1.3726, 6.4444, 4.7481)
S (-0.3257, 5.0320, 4.4064)
O (-1.1474, 3.8446, 4.3718)
O (0.8697, 5.1194, 5.2155)
C (0.0797, 5.4889, 2.7278)
H (-0.8117, 6.9640, 1.4001)
H (-1.9573, 5.8036, 2.0836)
H (-0.5238, 8.0504, 3.5776)
H (-2.2641, 7.8763, 3.3716)
H (-0.9903, 6.9734, 5.6203)
H (-2.3794, 6.0767, 4.9484)
H (0.1727, 4.5945, 2.1120)
H (1.0269, 6.0311, 2.7494)

Properties
**Strongest force on any atom**: 5.306 eV Å⁻¹
**HOMO energy**: -10.462 eV
**Total charge**: +1

# 4
Density functional theory data (ωB97M-V/def2-TZVPD) for a molecular structure, C37H57ClMgN4O3PS2Si2.

Geometry (Å):
Mg (1.6101, -0.1166, 1.0134)
C (3.6269, 0.5767, 7.0403)
C (4.2200, -0.5169, 6.1784)
O (4.8370, 0.0716, 5.0344)
P (4.3235, -0.3393, 3.5548)
S (5.3756, 0.6057, 2.2333)
S (2.3192, -0.1283, 3.5372)
O (4.6866, -1.9191, 3.5961)
C (3.8571, -2.9039, 2.9728)
C (4.7000, -4.1327, 2.7216)
H (3.2091, 0.1585, 7.9599)
H (2.8336, 1.0845, 6.4916)
H (4.3896, 1.3108, 7.3050)
H (3.4408, -1.2193, 5.8742)
H (4.9923, -1.0776, 6.7135)
H (3.4558, -2.5188, 2.0336)
H (3.0100, -3.1149, 3.6299)
H (5.4958, -3.9067, 2.0115)
H (4.0798, -4.9256, 2.2970)
H (5.1481, -4.4973, 3.6487)
C (-4.3911, -1.0898, -1.3179)
C (-5.1908, 0.1761, -0.9984)
C (-5.6534, 0.1241, 0.4610)
C (-6.4560, 0.1739, -1.8743)
C (-4.3525, 1.4702, -1.2474)
O (-5.2344, 2.6105, -1.1080)
C (-3.7556, 1.5364, -2.6695)
C (-2.3286, 1.0063, -2.8617)
C (-2.0109, 0.8623, -4.3231)
C (-1.6917, 1.9745, -5.0998)
C (-1.4546, 1.8669, -6.4610)
C (-1.5377, 0.6193, -7.0533)
Cl (-1.2453, 0.4677, -8.7722)
C (-1.8378, -0.5086, -6.3105)
C (-2.0717, -0.3788, -4.9494)
C (-3.2925, 1.7711, -0.1569)
N (-2.4394, 0.7112, 0.2908)
C (-1.0680, 0.5619, 0.0217)
N (-0.4724, -0.0097, 1.1315)
C (-1.4956, -0.2168, 1.9644)
N (-2.6862, 0.1738, 1.5709)
H (-4.9941, -1.9685, -1.0702)
H (-3.4695, -1.1394, -0.7397)
H (-4.1452, -1.1551, -2.3818)
H (-6.3550, -0.7073, 0.5850)
H (-6.1695, 1.0482, 0.7298)
H (-4.8178, -0.0234, 1.1447)
H (-6.9643, -0.7857, -1.7527)
H (-6.2473, 0.2909, -2.9404)
H (-7.1591, 0.9512, -1.5661)
H (-5.8037, 2.6280, -1.8826)
H (-3.7582, 2.5930, -2.9561)
H (-4.4132, 1.0241, -3.3783)
H (-2.1809, 0.0539, -2.3528)
H (-1.6258, 1.7088, -2.4103)
H (-1.6153, 2.9461, -4.6246)
H (-1.2003, 2.7339, -7.0550)
H (-1.8766, -1.4779, -6.7889)
H (-2.2913, -1.2595, -4.3575)
H (-3.8402, 2.1556, 0.7076)
H (-2.6786, 2.6016, -0.5217)
H (-0.5442, 0.9898, -0.8099)
H (-1.3736, -0.6688, 2.9394)
C (3.1157, 3.4271, 1.5402)
Si (1.9576, 2.4623, 0.3612)
C (2.5747, 3.0034, -1.3752)
C (0.3575, 3.5039, 0.5828)
C (-0.3795, 3.3923, 1.7690)
C (-1.5388, 4.1231, 1.9826)
C (-1.9922, 5.0162, 1.0180)
C (-1.2710, 5.1633, -0.1586)
C (-0.1216, 4.4100, -0.3694)
H (3.0725, 4.5024, 1.3297)
H (4.1466, 3.0800, 1.4478)
H (2.8245, 3.2631, 2.5811)
H (2.6872, 4.0913, -1.4585)
H (1.9089, 2.6679, -2.1774)
H (3.5529, 2.5497, -1.5592)
H (-0.0514, 2.6918, 2.5320)
H (-2.1011, 3.9839, 2.8994)
H (-2.9055, 5.5786, 1.1765)
H (-1.6166, 5.8504, -0.9247)
H (0.4167, 4.5332, -1.3045)
C (0.8868, -4.9839, 0.3685)
Si (0.5378, -3.1201, 0.5607)
C (0.0783, -3.0418, 2.3871)
C (-0.9631, -2.8366, -0.5375)
N (1.8143, -2.0058, 0.2265)
C (2.9703, -2.2333, -0.4901)
C (3.8901, -1.1752, -0.6902)
C (5.0901, -1.3343, -1.3514)
C (5.4543, -2.5619, -1.8944)
C (4.5615, -3.6138, -1.7498)
C (3.3593, -3.4615, -1.0767)
H (0.0348, -5.4941, 0.8321)
H (1.7941, -5.3120, 0.8813)
H (0.9412, -5.3115, -0.6720)
H (-0.9270, -3.4459, 2.5462)
H (0.1173, -2.0413, 2.8135)
H (0.7829, -3.6529, 2.9569)
H (-1.8849, -3.1774, -0.0553)
H (-0.8511, -3.3829, -1.4791)
H (-1.0740, -1.7736, -0.7676)
H (3.6660, -0.1898, -0.2899)
H (5.7559, -0.4819, -1.4279)
H (6.3979, -2.6910, -2.4100)
H (4.8004, -4.5870, -2.1689)
H (2.7084, -4.3174, -1.0069)

Properties
**Strongest force on any atom**: 0.566 eV Å⁻¹
**HOMO energy (spin up / spin down)**: 0.809 / -1.933 eV
**Total charge**: -2
**Multiplicity**: 2
**⟨S²⟩**: 0.759
**ΔE to the lowest compared entry with this formula, charge and spin**: 0.0 kJ/mol